{
  "formula": "H3INOP",
  "method": "the ωB97M-V functional and the def2-TZVPD basis",
  "symbols": ["N", "O", "P", "I", "H", "H", "H"],
  "positions_angstrom": [[0.229, 0.685, -0.531], [-0.328, -1.553, 0.397], [-0.736, -0.613, -0.872], [-2.960, 0.084, 0.071], [0.022, 1.623, -0.866], [0.455, 0.687, 0.526], [0.444, -2.125, 0.465]],
  "lowdin_spin": [0.2127, 0.1435, 0.8549, 0.7594, 0.0065, 0.0126, 0.0104],
  "max_force_ev_per_a": 3.2,
  "energy_ev": -20973.23500,
  "spin_multiplicity": 3
}


{
  "formula": "C37H53Cl3GeN7PPtSi",
  "method": "the ωB97M-V functional and the def2-TZVPD basis",
  "symbols": ["Pt", "C", "C", "N", "C", "C", "C", "C", "C", "C", "C", "N", "C", "C", "C", "C", "C", "C", "C", "C", "N", "C", "H", "H", "H", "H", "H", "H", "H", "H", "H", "H", "H", "H", "C", "Si", "C", "C", "C", "H", "H", "H", "H", "H", "H", "H", "H", "H", "H", "H", "N", "P", "N", "C", "C", "C", "C", "C", "N", "C", "C", "C", "C", "C", "N", "C", "C", "C", "C", "C", "H", "H", "H", "H", "H", "H", "H", "H", "H", "H", "H", "H", "H", "H", "H", "H", "H", "H", "H", "H", "H", "H", "H", "H", "H", "H", "H", "H", "H", "H", "Cl", "Ge", "Cl", "Cl"],
  "positions_angstrom": [[-4.689, -10.741, 18.797], [-4.176, -15.100, 17.509], [-4.197, -13.690, 17.536], [-4.254, -12.988, 18.633], [-4.293, -13.628, 19.852], [-4.272, -15.017, 19.915], [-4.198, -15.746, 18.724], [-4.195, -15.606, 21.214], [-4.121, -14.841, 22.344], [-4.248, -13.466, 22.266], [-4.421, -12.819, 21.055], [-4.608, -11.476, 20.857], [-4.875, -10.529, 21.802], [-5.444, -10.665, 23.059], [-5.806, -9.580, 23.901], [-5.493, -8.288, 23.507], [-4.908, -8.075, 22.254], [-4.483, -6.773, 21.840], [-3.927, -6.609, 20.614], [-3.879, -7.712, 19.752], [-4.219, -8.895, 20.135], [-4.690, -9.146, 21.396], [-4.193, -15.654, 16.572], [-4.202, -13.157, 16.610], [-4.197, -16.833, 18.747], [-4.131, -16.684, 21.282], [-3.886, -15.308, 23.274], [-4.109, -12.835, 23.109], [-5.708, -11.672, 23.380], [-6.237, -9.730, 24.877], [-5.743, -7.438, 24.145], [-4.648, -5.986, 22.564], [-3.575, -5.676, 20.239], [-3.591, -7.556, 18.735], [-1.343, -12.081, 16.346], [0.024, -11.733, 17.641], [1.498, -12.950, 17.544], [0.618, -9.939, 17.407], [-0.836, -12.091, 19.275], [-2.286, -11.648, 16.733], [-1.197, -11.682, 15.319], [-1.563, -13.188, 16.322], [1.986, -12.966, 16.567], [1.201, -14.003, 17.833], [2.247, -12.644, 18.300], [1.025, -9.846, 16.371], [1.444, -9.737, 18.098], [-0.135, -9.150, 17.517], [-1.380, -11.330, 19.846], [-0.919, -13.094, 19.707], [-4.253, -9.628, 17.147], [-4.907, -8.576, 16.049], [-3.913, -7.511, 15.282], [-3.138, -7.907, 14.101], [-1.711, -8.153, 14.491], [-1.064, -6.995, 15.275], [-1.929, -6.660, 16.474], [-3.326, -6.342, 15.982], [-5.485, -9.543, 14.888], [-5.243, -10.977, 14.831], [-5.084, -11.449, 13.377], [-5.865, -10.533, 12.401], [-7.111, -9.998, 13.107], [-6.671, -8.995, 14.129], [-5.992, -7.504, 16.728], [-6.363, -6.211, 16.095], [-7.868, -5.896, 16.154], [-8.400, -5.925, 17.587], [-8.050, -7.295, 18.153], [-6.565, -7.625, 18.083], [-3.222, -7.078, 13.375], [-3.574, -8.798, 13.682], [-1.088, -8.282, 13.600], [-1.632, -9.058, 15.106], [-0.908, -6.115, 14.616], [-0.097, -7.299, 15.593], [-1.531, -5.809, 17.016], [-1.957, -7.483, 17.143], [-3.323, -5.482, 15.310], [-3.991, -6.109, 16.805], [-6.103, -11.464, 15.268], [-4.357, -11.200, 15.395], [-5.456, -12.466, 13.250], [-4.022, -11.475, 13.117], [-6.105, -11.015, 11.487], [-5.172, -9.727, 12.131], [-7.641, -10.890, 13.548], [-7.790, -9.553, 12.411], [-7.478, -8.804, 14.876], [-6.371, -8.040, 13.681], [-5.963, -6.187, 15.047], [-5.848, -5.408, 16.646], [-8.436, -6.638, 15.584], [-7.975, -4.918, 15.697], [-9.482, -5.766, 17.529], [-7.982, -5.122, 18.195], [-8.722, -8.030, 17.698], [-8.269, -7.328, 19.224], [-6.362, -8.628, 18.491], [-6.084, -6.888, 18.726], [-7.420, -13.386, 18.885], [-7.046, -11.285, 18.764], [-8.096, -10.686, 16.904], [-8.068, -10.371, 20.495]],
  "lowdin_spin": [1.2852, -0.0138, 0.0331, 0.1037, 0.0504, 0.0061, 0.0210, 0.1511, -0.0019, 0.1354, 0.0033, 0.3959, 0.0095, 0.1184, -0.0113, 0.1131, 0.0057, 0.0195, -0.0089, 0.0390, 0.1090, 0.0463, -0.0008, 0.0011, 0.0010, 0.0073, -0.0032, 0.0070, 0.0058, -0.0027, 0.0055, 0.0008, -0.0006, 0.0072, 0.0348, 0.0968, 0.0082, 0.0029, 0.7403, 0.0027, 0.0055, 0.0001, 0.0008, 0.0001, 0.0010, 0.0001, 0.0001, 0.0000, 0.0508, 0.0474, 0.8197, 0.1061, 0.0080, 0.0009, 0.0001, 0.0001, 0.0009, 0.0003, 0.0257, 0.0134, 0.0011, 0.0007, 0.0023, 0.0055, 0.0229, 0.0030, 0.0016, 0.0002, 0.0006, 0.0043, 0.0005, 0.0001, 0.0000, 0.0001, 0.0000, 0.0000, 0.0000, 0.0010, 0.0001, -0.0001, -0.0001, 0.0074, 0.0000, 0.0002, 0.0001, 0.0000, 0.0002, 0.0004, 0.0006, 0.0001, 0.0000, 0.0001, 0.0000, 0.0003, 0.0000, 0.0000, 0.0002, 0.0001, 0.0059, 0.0002, 0.0564, 0.1391, 0.0711, 0.0684],
  "max_force_ev_per_a": 1.7,
  "energy_ev": -164153.55045,
  "spin_multiplicity": 6,
  "charge": 1
}


{
  "formula": "C4H8O2",
  "method": "the ωB97M-V functional and the def2-TZVPD basis",
  "symbols": ["C", "C", "O", "C", "C", "O", "H", "H", "H", "H", "H", "H", "H", "H"],
  "positions_angstrom": [[1.813, 0.858, 0.298], [0.920, -0.284, -0.169], [-0.024, -0.745, 0.794], [-1.359, -0.333, 0.631], [-1.838, -0.428, -0.805], [-2.713, 0.255, -1.272], [1.250, 1.780, 0.473], [2.353, 0.596, 1.214], [2.551, 1.057, -0.492], [1.547, -1.150, -0.418], [0.413, 0.023, -1.096], [-1.579, 0.662, 1.046], [-1.980, -1.053, 1.187], [-1.355, -1.239, -1.390]],
  "nbo_charge": [-0.6336, -0.0635, -0.5307, -0.1702, 0.4042, -0.5081, 0.2084, 0.2156, 0.2143, 0.1840, 0.1625, 0.1900, 0.2160, 0.1110],
  "max_force_ev_per_a": 0.3,
  "energy_ev": -8371.51958,
  "smiles": "CCOCC=O"
}


Repeat the first record exactly.
{
  "formula": "H3INOP",
  "method": "the ωB97M-V functional and the def2-TZVPD basis",
  "symbols": ["N", "O", "P", "I", "H", "H", "H"],
  "positions_angstrom": [[0.229, 0.685, -0.531], [-0.328, -1.553, 0.397], [-0.736, -0.613, -0.872], [-2.960, 0.084, 0.071], [0.022, 1.623, -0.866], [0.455, 0.687, 0.526], [0.444, -2.125, 0.465]],
  "lowdin_spin": [0.2127, 0.1435, 0.8549, 0.7594, 0.0065, 0.0126, 0.0104],
  "max_force_ev_per_a": 3.2,
  "energy_ev": -20973.23500,
  "spin_multiplicity": 3
}